[1]
Density functional theory data (ωB97M-V with the def2-TZVPD basis set) for a structure of composition C13H11BCoF5N4O2.

Last column: Löwdin spin population.
Geometry (Å):
Co 0.103 -0.056 0.151  3.06
F -6.016 -0.134 1.990  0.00
F -5.578 -0.001 -2.691  0.00
F -7.161 -0.060 -0.477  0.00
F -2.885 -0.018 -2.443  0.00
F -3.324 -0.153 2.249  0.00
O -1.728 -0.108 0.028  0.16
O 0.283 -1.775 0.394  0.43
N 2.115 0.116 -0.166  0.07
N 0.964 2.908 0.142  0.00
N 2.892 1.214 -0.254  0.00
N -0.012 1.982 0.259  0.06
C -5.024 -0.038 -1.478  0.00
C -5.246 -0.106 0.901  0.00
C -3.869 -0.116 1.026  0.01
C -3.648 -0.048 -1.345  0.01
C -3.028 -0.093 -0.092  0.02
C -5.831 -0.068 -0.353  0.01
C -1.160 2.654 0.467  0.01
C -0.924 4.014 0.489  0.00
C 2.925 -0.948 -0.329  0.01
C 4.227 -0.534 -0.527  0.00
C 0.318 -3.152 0.568  0.06
C 4.153 0.850 -0.469  0.01
C 0.441 4.124 0.276  0.01
B 2.491 2.718 -0.123  0.00
H 2.527 -1.945 -0.299  0.00
H 4.918 1.602 -0.563  0.00
H 3.099 3.186 0.808  0.00
H 0.877 -3.413 1.470  0.01
H 1.077 4.991 0.207  0.00
H 5.098 -1.143 -0.688  0.00
H -2.088 2.129 0.596  0.00
H -1.637 4.805 0.635  0.00
H 2.767 3.270 -1.160  0.00
H 0.772 -3.635 -0.301  0.01
H -0.706 -3.525 0.673  0.02

Atoms 1-6, force components in eV/Å:
Co -0.03 -0.02 -0.03
F 0.02 0.00 -0.02
F 0.01 0.00 0.04
F 0.03 0.00 0.00
F -0.01 0.00 0.01
F -0.01 0.00 -0.04

Properties
E_LUMO (alpha / beta), eV: 0.3863 / -2.7507
Multiplicity: 5
Charge: 0
Gap between HOMO and LUMO (alpha / beta), eV: 9.144 / 5.761
ΔE to the lowest compared entry with this formula, charge and spin, kJ/mol: 98.92
Total energy, eV: -75603.24966

---

[2]
Density functional theory data (ωB97M-V with the def2-TZVPD basis set) for the molecule CH3F3N2O at a distorted geometry.

Last column: Löwdin spin population.
Geometry (Å):
F 2.169 -0.691 -0.823  0.03
F 0.965 1.797 -0.653  0.09
F 2.504 0.100 1.199  0.09
O -0.464 -0.183 -0.745  1.10
N 0.592 0.604 0.155  0.42
N 1.498 -0.215 0.335  0.11
C -1.639 -0.362 0.016  0.10
H -2.363 -0.654 -0.760  0.01
H -1.434 -1.026 0.810  0.03
H -1.828 0.631 0.466  0.03

Atoms 1-6, force components in eV/Å:
F 0.46 0.35 0.09
F 0.37 -0.08 -0.02
F 1.38 0.54 0.38
O -5.25 -3.57 -3.94
N 4.11 5.00 4.11
N -0.74 -1.98 -0.12

Properties
E_LUMO (alpha / beta), eV: 0.6550 / -3.5755
Multiplicity: 3
Charge: 0
Gap between HOMO and LUMO (alpha / beta), eV: 8.406 / 7.174
ΔE to the lowest compared entry with this formula, charge and spin, kJ/mol: 239.74
Total energy, eV: -14252.85336

---

[3]
Density functional theory data (ωB97M-V with the def2-TZVPD basis set) for the molecule C6H10F2 at a distorted geometry.

Last column: Löwdin charge in e.
Geometry (Å):
F 1.780 -0.252 1.529  -0.03
F -1.567 1.801 0.550  -0.06
C -0.264 1.402 0.147  -0.12
C 1.377 -0.496 0.203  -0.34
C -2.557 -0.849 0.118  -0.08
C -0.059 -0.099 0.090  -0.20
C 2.342 0.362 -0.662  -0.02
C -1.034 -1.026 0.049  -0.06
H -2.998 -1.590 -0.468  0.04
H -2.925 -1.018 1.104  0.07
H -0.811 -2.143 0.046  0.13
H -0.060 1.789 -0.832  0.12
H 2.230 1.359 -0.364  0.04
H -2.895 0.126 -0.254  0.07
H 3.414 0.098 -0.491  0.10
H 1.549 -1.516 0.048  0.12
H 2.025 0.248 -1.707  0.09
H 0.451 1.806 0.894  0.13

Atoms 1-6, force components in eV/Å:
F -0.04 -0.02 0.43
F 1.14 -0.35 -0.44
C -0.37 -0.51 1.29
C 1.08 2.09 -0.16
C 1.56 1.64 -0.50
C -1.31 -0.72 0.17

Properties
E_LUMO, eV: 0.9571
Structure (SMILES): C/C=C(\CF)[C@@H](C)F
Charge: 0
Gap between HOMO and LUMO, eV: 10.635
ΔE to the lowest compared entry with this formula, charge and spin, kJ/mol: 70.38
Total energy, eV: -11818.15255

---

[4]
Density functional theory data (ωB97M-V with the def2-TZVPD basis set) for a cluster of 3 separate species, C2H12NO2 in total at a distorted geometry.

Last column: Löwdin charge in e.
Geometry (Å):
O 1.841 1.417 1.522  -0.04
O -2.196 -0.411 -1.968  0.11
N -0.082 -0.853 -0.025  -0.06
C 0.825 0.079 -0.925  0.00
C -0.264 -0.436 1.420  -0.06
H 0.732 1.129 -0.589  0.08
H -1.069 -1.046 1.988  0.13
H 1.333 1.788 2.178  0.01
H -1.068 -0.873 -0.504  0.15
H -2.698 0.280 -2.041  -0.01
H 0.346 0.161 -1.909  0.09
H 0.400 -1.818 -0.091  0.20
H -0.698 0.601 1.367  0.11
H -2.505 -1.092 -2.432  0.01
H 0.652 -0.568 2.019  0.09
H 1.868 -0.236 -0.639  0.12
H 2.753 1.738 1.421  0.08

Atoms 1-6, force components in eV/Å:
O 2.10 -1.91 -3.12
O 6.86 -2.10 3.96
N -0.27 -0.83 -1.09
C -0.56 0.56 2.01
C -1.73 -0.21 0.86
H -0.03 -0.72 0.47

Properties
E_LUMO, eV: -3.0239
Charge: +1
Gap between HOMO and LUMO, eV: 12.380
ΔE to the lowest compared entry with this formula, charge and spin, kJ/mol: 198.88
Total energy, eV: -7846.08476